C18H15ClF3N4O7ReSe as an isolated structure in a non-equilibrium geometry, computed with ωB97M-V/def2-TZVPD.

HOMO (spin up / spin down): -11.728 / -11.726 eV
energy relative to the best compared isomer or geometry (same formula, charge and spin): 364.0 kcal per mole
Kohn-Sham gap (spin up / spin down): 0.2297 / 0.2307 Ha
maximum force: 6.8 eV/Å

The geometry in ORCA input format:
```
! RIJCOSX wB97M-V def2-TZVPD def2/J DEFGRID3
* xyz 1 2
Re -0.5739 -1.0348 0.3316
Se -0.2565 6.1716 -3.2801
Cl 0.0660 1.3592 0.8216
F 1.4008 -3.1093 -0.9816
F 0.8960 -5.1880 -0.6250
F 0.7637 -4.3677 -2.6288
O 0.6486 0.9315 -1.9237
O -1.7942 -4.3739 -1.5770
O -0.5283 1.4301 2.1582
O 1.6732 1.2489 1.4484
O -1.1000 -2.7302 -0.2243
O 0.4676 -1.3632 1.7561
O -1.3728 0.9466 0.2225
N -0.9433 4.5554 -3.5317
N 0.9147 0.8464 -0.5742
N 0.5028 5.6964 -1.7462
N -1.3933 0.0253 -2.1830
C -0.8730 -1.7099 3.7335
C 0.8262 3.7324 -0.3802
C 2.9259 2.3252 -0.3114
C 2.2454 1.0519 0.1529
C -0.7075 1.1628 -2.2192
C 1.6330 -1.9838 3.7162
C 0.5787 -4.1118 -1.3441
C 0.3338 -2.2272 2.9733
C -2.6488 0.0179 -2.6065
C 0.2093 4.4529 -1.5230
C -3.2551 1.1726 -3.0810
C -0.9124 -3.7610 -1.0897
C -1.2179 2.4016 -2.5730
C 0.1069 2.9114 0.3385
C 2.3015 3.4823 -0.5334
C -2.5438 2.3509 -3.0396
C -0.6068 3.7811 -2.5386
C 0.1840 -3.6713 2.5424
H -0.9929 -2.2803 4.6545
H -2.9989 3.2761 -3.3640
H 2.8565 0.1540 0.1798
H -0.7505 -0.6563 3.9800
H 0.9984 -3.9674 1.8803
H -3.1772 -0.9256 -2.5536
H 0.2282 -4.3031 3.4294
H 2.8731 4.3353 -0.8793
H 3.9924 2.2659 -0.4839
H 2.4823 -2.3487 3.1386
H -4.2714 1.1503 -3.4460
H -0.7749 -3.8549 2.0579
H 1.6093 -2.5157 4.6672
H 1.7616 -0.9205 3.9145
H -1.7863 -1.8316 3.1450
*
```

These are the natural (NBO) partial charges, in e, on atoms 1 to 6: Re 1.547; Se 0.992; Cl 1.870; F -0.320; F -0.294; F -0.283

---

One molecule with the formula C18H15F3O2, computed with ωB97M-V/def2-TZVPD.

HOMO: -9.123 eV
structure (SMILES): O=C(/C=C/c1ccccc1)C[C@](O)(c1ccccc1)C(F)(F)F
Kohn-Sham gap: 0.3088 Ha
maximum force: 0.9 eV/Å

The geometry in ORCA input format:
```
! RIJCOSX wB97M-V def2-TZVPD def2/J DEFGRID3
* xyz 0 1
F 1.0316 1.0589 3.4252
F 2.3673 2.5700 2.6885
F 0.3546 3.0832 3.2483
O 0.6641 3.1099 0.5596
O -1.1141 1.8239 -1.0582
C 1.5576 0.8453 0.5668
C -2.9758 -3.5810 -3.9082
C -2.6005 -2.3333 -3.4518
C 1.5390 -0.4894 0.9534
C -1.5846 -0.4010 -0.4351
C 1.1018 2.1529 2.6433
C 2.4376 1.2549 -0.4248
C -1.8423 -0.8149 -1.6889
C -1.1974 0.9790 -0.1810
C -2.9681 -4.6663 -3.0461
C -2.2179 -2.1415 -2.1194
C -2.2129 -3.2477 -1.2631
C -0.8295 1.3374 1.2488
C 3.2434 -0.9911 -0.6616
C 2.3793 -1.4005 0.3394
C -2.5830 -4.4947 -1.7250
C 3.2744 0.3398 -1.0379
C 0.6237 1.8705 1.2051
H -0.9232 0.4920 1.9262
H 0.8865 -0.8256 1.7441
H -1.9071 -3.1308 -0.2352
H 0.1176 3.0298 -0.2474
H -1.7684 -0.0668 -2.4704
H -3.2581 -5.6433 -3.4023
H -1.6462 -1.0627 0.4140
H -3.2728 -3.7114 -4.9381
H -2.6068 -1.4882 -4.1248
H 2.4646 2.2960 -0.7070
H 2.3585 -2.4353 0.6473
H 3.9526 0.6707 -1.8099
H -1.4710 2.1512 1.5978
H -2.5717 -5.3408 -1.0539
H 3.8948 -1.7069 -1.1403
*
```

These are the natural (NBO) partial charges, in e, on atoms 1 to 6: F -0.334; F -0.312; F -0.319; O -0.710; O -0.591; C -0.088

---

A 2-piece molecular cluster, C18H15FNO4S overall in a non-equilibrium geometry, computed with ωB97M-V/def2-TZVPD.

HOMO: -12.101 eV
Kohn-Sham gap: 0.2670 Ha
maximum force: 1.7 eV/Å

The geometry in ORCA input format:
```
! RIJCOSX wB97M-V def2-TZVPD def2/J DEFGRID3
* xyz 1 1
S -4.2296 1.8578 -2.9977
F -3.3024 2.6588 -2.0258
O 4.8026 -0.4979 2.6046
O -3.7741 2.0913 -4.3153
O 0.2397 -0.2559 -0.1940
O -5.5736 2.1009 -2.6099
N -3.1372 0.4179 -0.3285
C 3.7884 -0.4256 1.9495
C -4.3681 0.0811 -0.2589
C 0.7526 1.8101 1.6367
C 4.4032 -2.4286 0.6220
C 1.6279 0.7500 1.4302
C 4.1292 -3.3790 -0.3472
C 1.2955 -0.2917 0.4218
C 3.0901 1.6444 3.1271
C 2.8080 0.6761 2.1731
C 2.9274 -3.3395 -1.0453
C 2.2097 2.6932 3.3302
C 1.0427 2.7802 2.5795
C 2.2798 -1.3752 0.1777
C -2.5525 0.1046 -1.6522
C -3.8262 0.1665 -2.5270
C -4.8545 -0.4520 -1.5644
C 3.4805 -1.4278 0.8910
C 2.0057 -2.3410 -0.7842
H -1.7574 0.7573 -1.9865
H -2.6152 0.8402 0.4312
H -4.9293 0.2260 0.6535
H -3.6032 -0.4281 -3.4071
H -4.8426 -1.5379 -1.6461
H 4.0027 1.5722 3.7020
H 2.7139 -4.0877 -1.7966
H -2.1929 -0.9191 -1.5786
H -0.1521 1.8755 1.0484
H 4.8526 -4.1544 -0.5595
H -5.8734 -0.1094 -1.7306
H 1.0725 -2.3029 -1.3277
H 0.3623 3.6074 2.7321
H 2.4341 3.4488 4.0707
H 5.3329 -2.4557 1.1727
*
```

These are the natural (NBO) partial charges, in e, on atoms 1 to 6: S 2.408; F -0.478; O -0.495; O -0.853; O -0.620; O -0.887

---

One molecule with the formula C18H15N5O2S in a non-equilibrium geometry, computed with ωB97M-V/def2-TZVPD.

HOMO: -8.354 eV
structure (SMILES): Cc1cccc(NC(=O)CSc2nnc(-c3n[nH]c4ccccc34)o2)c1
energy relative to the best compared isomer or geometry (same formula, charge and spin): 20.4 kcal per mole
Kohn-Sham gap: 0.3191 Ha
maximum force: 1.8 eV/Å

The geometry in ORCA input format:
```
! RIJCOSX wB97M-V def2-TZVPD def2/J DEFGRID3
* xyz 0 1
S -0.9762 3.7846 -0.0542
O -1.9162 0.7628 2.2347
O 1.0073 2.0657 0.4966
N 2.0230 1.9021 -1.4455
N -2.7528 1.3980 0.2021
N 3.9674 -0.4963 1.9202
N 0.9748 2.7250 -1.6045
N 2.9340 0.3062 1.6840
C -3.6148 -0.8717 0.5314
C -2.0649 1.5741 1.3509
C 2.9849 0.6443 0.4078
C 4.1110 0.0358 -0.2278
C 6.3977 -1.4300 -0.6866
C -4.7706 -0.7352 -1.9816
C 5.7944 -0.6983 -1.7200
C -1.4812 2.9839 1.5053
C -3.4646 0.2736 -0.2409
C 4.6527 0.0394 -1.5123
C 0.3943 2.8070 -0.4481
C -4.5244 -3.1771 0.8926
C -4.9221 -1.8731 -1.2099
C 4.7255 -0.7045 0.8084
C -4.3444 -1.9500 0.0522
C -4.0453 0.3396 -1.5041
C 5.8809 -1.4492 0.5885
C 2.0335 1.5166 -0.2027
H 7.2940 -1.9924 -0.9019
H -3.8449 -3.1700 1.7403
H 4.1763 0.6081 -2.2940
H -5.4918 -2.7092 -1.5880
H -5.2199 -0.6829 -2.9621
H -2.2466 3.6384 1.9262
H -3.1600 -0.9166 1.5071
H -5.5457 -3.2231 1.2710
H 6.2457 -0.7202 -2.7003
H -0.6327 2.9467 2.1879
H -4.3474 -4.0752 0.3037
H 6.3462 -2.0118 1.3831
H 4.1013 -0.8703 2.8460
H -2.7529 2.1764 -0.4488
H -3.9256 1.2290 -2.1067
*
```

These are the natural (NBO) partial charges, in e, on atoms 1 to 6: S 0.290; O -0.590; O -0.402; N -0.281; N -0.630; N -0.329

---

C18H16AuF2N2PS4 as an isolated structure, computed with ωB97M-V/def2-TZVPD.

HOMO (spin up / spin down): -6.530 / -7.922 eV
energy relative to the best compared isomer or geometry (same formula, charge and spin): 8.4 kcal per mole
Kohn-Sham gap (spin up / spin down): 0.2504 / 0.2368 Ha
maximum force: 0.6 eV/Å

The geometry in ORCA input format:
```
! RIJCOSX wB97M-V def2-TZVPD def2/J DEFGRID3
* xyz 0 3
Au 1.9750 -1.3334 0.6722
S 1.6315 -3.1492 2.2694
S -1.5979 -3.7738 1.8366
S -0.1306 -2.7390 3.0914
S -0.6630 -4.7555 0.4830
P -0.2862 -0.3070 0.0896
F 4.6998 -1.8743 1.5283
F 3.8452 -0.0693 2.4382
N 2.2943 -0.4311 -1.5256
N 0.3570 0.7775 -1.0959
C -0.6590 0.8396 1.4562
C 3.8958 0.2872 -3.1494
C 0.0843 1.9980 1.6507
C -1.9378 -0.5870 -0.6182
C 3.9015 -0.7969 1.2874
C -1.6469 0.4967 2.3787
C -1.1621 2.4784 3.6510
C -4.4195 -1.0018 -1.8023
C 3.4492 -0.5917 -2.1934
C -3.5348 -2.0586 -1.6614
C -1.8980 1.3130 3.4690
C -2.2920 -1.8510 -1.0720
C -2.8373 0.4731 -0.7542
C -0.1707 2.8184 2.7429
C 1.9161 1.5804 -2.7554
C 1.5366 0.6306 -1.7954
C 3.1013 1.4008 -3.4258
C -4.0695 0.2684 -1.3510
H 3.4155 2.1274 -4.1643
H -5.3884 -1.1639 -2.2569
H -1.3593 3.1169 4.5023
H -4.7622 1.0936 -1.4562
H -1.5998 -2.6778 -0.9640
H 4.0182 -1.4761 -1.9318
H -2.6647 1.0372 4.1814
H -2.5872 1.4560 -0.3698
H 0.4127 3.7186 2.8864
H -2.2258 -0.4099 2.2391
H 0.8778 2.2555 0.9599
H 4.3893 -0.1826 0.5238
H -0.2119 1.5635 -1.3790
H 1.2809 2.4349 -2.9518
H -3.8077 -3.0490 -2.0023
H 4.8305 0.1132 -3.6615
*
```

These are the natural (NBO) partial charges, in e, on atoms 1 to 6: Au 0.714; S -0.329; S 0.095; S -0.076; S -0.196; P 0.989